[1]
Molecular formula: C20H22N4O3
Method: DFT, the ωB97M-V functional and the def2-TZVPD basis

Positions of all 49 atoms, in Å:
H -2.191 1.715 -0.075
H -1.438 0.443 -5.238
C -1.750 0.958 -0.732
C 2.715 2.774 3.968
H 4.673 0.034 4.091
H -1.678 1.363 -1.747
C -2.116 -0.340 -4.902
H -2.017 -2.365 -4.147
C 3.138 0.377 2.654
N -3.332 -0.453 -1.866
N -0.430 0.693 -0.214
C -2.641 -0.259 -0.753
C 3.707 1.914 4.425
O -0.689 1.728 1.812
H 2.545 3.710 4.480
C -2.727 -1.104 0.346
H -4.659 -1.627 -2.868
H -0.765 -1.973 -5.351
H -2.689 0.021 -4.051
C 1.945 2.456 2.865
H 5.074 1.421 6.001
H 3.931 2.714 6.398
N 1.368 0.906 1.080
C -1.338 -1.587 -4.501
C 2.155 1.251 2.209
H 1.176 3.130 2.525
H 0.235 -1.907 -0.222
C -3.550 -2.212 0.262
H -3.630 -2.899 1.091
H 0.262 -0.598 -3.565
C 0.633 0.082 -0.961
C -0.529 -1.902 -2.202
H 5.286 3.035 5.320
C -4.264 -2.425 -0.906
C 4.547 2.287 5.608
H -2.157 -0.891 1.238
H 1.477 -1.810 -1.479
O -1.315 -2.792 -1.954
C 3.908 0.717 3.751
C 0.496 -1.434 -1.171
H 3.304 -0.556 2.140
C 1.845 0.312 -0.052
H -4.908 -3.283 -1.018
O 2.981 0.001 -0.298
H 0.784 0.597 -1.919
H -2.797 -0.575 -5.715
C -0.014 1.174 0.983
C -4.123 -1.511 -1.935
N -0.435 -1.308 -3.406

The SMILES is CCNC(=O)C[C@@H]1C(=O)N(c2ccc(C)cc2)C(=O)N1Cc1ccccn1. The HOMO energy comes out at -8.83 eV. Its energy relative to the best compared isomer or geometry (same formula, charge and spin) is 0.547 eV. The value obtained for the total energy is -33202.2593 eV. The orbital gap comes out at 9.48 eV. The value obtained for the LUMO energy is 0.64 eV.

---

[2]
Molecular formula: C20H22N4O4S
Method: DFT, the ωB97M-V functional and the def2-TZVPD basis

Positions of all 51 atoms, in Å:
H 1.068 3.940 3.258
H 6.884 0.345 -3.252
C -6.640 1.197 -0.296
H 4.210 1.891 -0.174
O 5.886 0.715 -1.476
H -2.388 0.859 1.300
H -4.272 -0.102 -2.952
C 3.055 -1.287 -0.456
H -8.116 1.411 -1.842
C -6.233 0.644 -2.564
H -3.985 0.118 1.517
H 0.719 0.133 1.535
N -1.085 -1.365 0.624
H 0.512 4.535 1.682
O 2.828 3.400 1.351
C 7.095 0.607 -2.214
C 1.577 0.044 0.889
H 7.735 -0.165 -1.782
C 2.079 2.458 1.312
H -6.553 0.555 -3.593
C 2.409 1.142 0.705
C 3.572 1.032 -0.049
H -0.237 -1.015 -1.243
S -0.601 -3.557 1.994
H -3.001 -2.135 1.014
C -7.109 1.119 -1.594
C 1.879 -1.174 0.284
C -4.953 0.279 -2.209
N 1.058 -2.288 0.418
O 5.440 -1.430 -1.947
H 1.536 -3.179 0.458
N -3.310 0.109 -0.427
C -2.323 -0.497 -1.291
C -2.360 -1.297 1.314
N -5.416 0.858 0.066
H 3.332 -2.227 -0.911
H -0.641 0.453 -0.339
H -2.201 0.108 -2.196
H -0.600 3.583 2.714
H 7.575 1.580 -2.154
C -4.569 0.407 -0.863
C 3.897 -0.194 -0.617
C -0.204 -2.322 0.972
O 0.827 2.492 1.798
C 0.431 3.717 2.400
C -0.974 -0.564 -0.576
H -7.271 1.551 0.509
H -2.627 -1.511 -1.593
C -3.034 0.028 0.991
H -2.179 -1.391 2.388
C 5.138 -0.390 -1.414

The SMILES is COC(=O)c1cc(NC(=S)N2CCN(c3ccccn3)CC2)cc(C(=O)OC)c1. The HOMO energy comes out at -8.11 eV. Its energy relative to the best compared isomer or geometry (same formula, charge and spin) is 0.808 eV. The value obtained for the total energy is -46083.7435 eV. The orbital gap comes out at 8.06 eV. The value obtained for the LUMO energy is -0.05 eV.

---

[3]
Molecular formula: C20H22N5O4W
Method: DFT, the ωB97M-V functional and the def2-TZVPD basis

Positions of all 52 atoms, in Å:
C -1.894 -1.127 0.234
H -2.552 2.675 -0.216
C -2.053 -1.610 1.632
H 1.309 0.026 5.440
H 3.926 1.899 -0.851
O -0.488 0.052 2.071
H 1.292 -0.271 3.683
C -2.909 -2.628 2.023
C 1.956 2.013 0.065
O 1.691 0.943 0.724
C 0.070 0.899 -5.786
N -0.499 -1.463 -1.623
H -2.709 -1.379 -0.462
C 3.518 4.323 -2.312
H -1.822 -2.994 5.213
H -0.258 1.775 -3.850
H -1.746 3.044 1.300
C -0.497 -0.369 -2.323
N 2.694 3.528 -1.437
H -3.007 1.826 1.238
C -1.913 -2.594 4.216
C -1.168 -1.017 2.568
O -0.239 -1.090 4.837
H 0.362 -0.255 -7.566
H 3.542 3.907 -3.323
C 3.229 2.631 -0.427
C -0.165 0.864 -4.426
N 0.563 4.199 -2.250
C -0.174 -1.549 -4.490
H 0.169 1.848 -6.293
H 0.958 4.608 -3.079
C -1.072 -1.527 3.871
H 0.146 -2.421 -6.413
N 0.877 2.623 -0.522
C -2.134 2.208 0.686
O -0.611 0.777 -1.660
H -0.416 3.960 -2.260
C -0.286 -0.361 -3.768
W -0.523 0.727 0.367
H 3.148 5.347 -2.359
C 1.347 3.475 -1.437
H -3.603 -3.056 1.317
H 4.533 4.341 -1.924
C 0.179 -0.284 -6.502
H 3.756 3.187 0.362
C 0.058 -1.503 -5.851
H -0.267 -2.489 -3.971
C -2.823 -3.116 3.321
H -3.462 -3.927 3.631
C 0.674 -0.046 4.560
H 0.155 0.907 4.412
N -0.605 -1.282 -0.283

The HOMO energy (alpha / beta) comes out at -10.45 / -10.45 eV. Its energy relative to the best compared isomer or geometry (same formula, charge and spin) is 1.598 eV. The value obtained for the total energy is -38556.0995 eV. The orbital gap (alpha / beta) comes out at 6.83 / 6.84 eV. As for the total charge: +1. The value obtained for the LUMO energy (alpha / beta) is -3.61 / -3.61 eV.

---

[4]
Molecular formula: C20H22N6O7SV
Method: DFT, the ωB97M-V functional and the def2-TZVPD basis

Positions of all 57 atoms, in Å:
H 1.792 -4.213 1.660
O 2.277 3.279 2.681
H 4.161 -0.238 -3.324
H 2.644 3.647 -4.282
C 2.623 2.746 -3.678
C -1.786 -1.616 -2.582
N -0.841 -0.911 -0.456
C -1.755 0.821 2.416
H -2.649 3.830 0.024
H -0.882 2.051 -1.080
C 0.235 2.059 2.922
N 1.939 -2.357 0.201
H 3.298 -4.050 2.399
C -2.684 -2.492 -1.977
C 2.549 0.434 -2.104
H -2.936 -2.829 2.092
H -1.529 -1.983 1.156
H -3.093 2.187 0.449
H -0.343 3.458 0.867
N -3.515 -3.441 1.536
O -1.802 2.389 -1.132
N -0.708 1.668 1.852
H -2.231 1.272 3.297
C -2.595 -2.590 -0.566
C -3.486 -3.524 0.174
H -3.392 -3.092 -2.527
H -0.130 2.942 3.457
O -4.193 -4.343 -0.408
O 1.975 1.377 1.517
C -0.905 -0.863 -1.839
C 3.470 0.579 -3.144
H 3.157 -1.638 -1.781
H -1.668 3.522 2.032
O 0.714 1.424 -0.909
H -0.238 -0.171 -2.327
H -1.765 -1.498 -3.659
C -1.184 -0.555 2.786
O -0.044 -0.839 2.282
C 2.561 -0.826 -1.366
C 1.696 2.629 -2.663
H 0.982 3.418 -2.459
H -2.529 0.632 1.671
C 2.906 -2.669 1.018
H 4.259 1.801 -4.722
C -2.249 2.811 0.127
O -1.883 -1.300 3.476
C 1.635 1.485 -1.848
C 3.527 1.716 -3.929
C -1.213 2.910 1.237
C 1.630 2.297 2.337
N 1.937 -1.048 -0.277
C -1.672 -1.829 0.105
N 2.767 -3.968 1.546
V 0.578 0.209 0.632
H -4.038 -4.158 2.004
S 4.303 -1.783 1.462
H 0.326 1.230 3.623

The HOMO energy (alpha / beta) comes out at -0.18 / -0.51 eV. The value obtained for the total energy is -80897.9568 eV. The orbital gap (alpha / beta) comes out at 4.90 / 5.22 eV. As for the total charge: -2. The value obtained for the LUMO energy (alpha / beta) is 4.72 / 4.72 eV. Its multiplicity is 2.

---

no.,molecular weight (g mol⁻¹),largest force on an atom (hartree/bohr)
1,366.42,0.012
2,414.49,0.014
3,580.27,0.072
4,541.44,0.026